Record 1
{
  "formula": "C2H2O2",
  "method": "ωB97M-V/def2-TZVPD",
  "e_lumo_ev": 0.05,
  "multiplicity": 1,
  "energy_ha": -227.801552,
  "mol_weight_g_mol": 58.04,
  "homo_lumo_gap_ev": 8.927,
  "max_force_ha_per_bohr": 0.0978,
  "symbols": ["C", "C", "O", "O", "H", "H"],
  "positions_angstrom": [[0.93345, 0.40352, -0.06308], [-0.80494, -0.44329, -0.03098], [1.91020, -0.20979, 0.18891], [-1.68997, 0.26052, 0.19189], [0.57935, 1.50067, 0.04276], [-0.92810, -1.51163, -0.32951]],
  "atomic_forces_ev_per_a": [[-3.968, -1.527, 1.514], [4.632, -0.788, -1.791], [0.126, 0.986, -0.586], [-2.396, 2.075, 0.933], [1.265, -0.798, -0.407], [0.343, 0.052, 0.335]],
  "lowdin_charge": [-0.14, -0.19, 0.05, 0.06, 0.12, 0.10]
}


Record 2
{
  "formula": "C10H10N2OS",
  "method": "ωB97M-V/def2-TZVPD",
  "e_lumo_ev": 0.70,
  "smiles": "N#CCSCC(=O)Nc1ccccc1",
  "multiplicity": 1,
  "energy_ha": -969.976500,
  "mol_weight_g_mol": 206.27,
  "homo_lumo_gap_ev": 9.979,
  "max_force_ha_per_bohr": 0.0621,
  "symbols": ["C", "C", "C", "C", "C", "C", "C", "C", "C", "C", "H", "H", "H", "H", "H", "H", "H", "H", "H", "H", "N", "N", "O", "S"],
  "positions_angstrom": [[-1.13731, -1.52256, -0.42306], [-1.44060, -0.67045, 0.95655], [-3.56461, 0.69754, -0.28016], [-2.66872, 1.91797, -0.23705], [1.19085, -0.76941, -0.42577], [1.99262, -1.11508, 0.59265], [3.01260, -0.26929, 1.04934], [3.19025, 0.95383, 0.53272], [2.28210, 1.40948, -0.41931], [1.30503, 0.58097, -0.90875], [-0.86129, 0.21578, 0.89770], [-1.09921, -1.31923, 1.79135], [-3.29427, 0.08611, -1.14047], [-4.61350, 1.00091, -0.31655], [0.22490, -2.00002, -1.84588], [2.02778, -2.15628, 1.01529], [3.61072, -0.67128, 1.85631], [3.93390, 1.61241, 0.99964], [2.37847, 2.39118, -0.91626], [0.52250, 0.90706, -1.63783], [-1.86250, 2.76187, -0.33130], [0.16766, -1.67832, -0.90244], [-2.06513, -2.03513, -1.05566], [-3.23226, -0.32805, 1.14892]],
  "atomic_forces_ev_per_a": [[-1.440, -0.505, -0.636], [-0.163, -2.212, -1.929], [1.332, 1.109, -0.015], [1.063, 0.724, -0.924], [-0.984, 1.507, -1.087], [1.836, -2.247, 1.338], [-0.500, -1.862, 0.886], [0.320, 1.896, 0.441], [0.096, 0.872, -1.408], [-1.444, -1.451, -0.444], [0.486, 0.939, 0.275], [-0.377, 0.609, -0.359], [-0.175, 0.306, -0.286], [0.185, -0.204, 0.149], [-0.113, -0.194, -0.461], [-0.549, 1.105, -0.525], [0.255, 0.265, -0.026], [-0.205, -0.183, -0.607], [-0.030, -0.442, 0.720], [1.013, -0.077, 0.559], [-1.848, -1.805, 0.432], [-0.536, 1.598, 1.933], [1.231, 0.857, 1.095], [0.547, -0.608, 0.878]],
  "lowdin_charge": [-0.43, -0.35, -0.47, -0.27, -0.27, -0.05, -0.10, -0.10, -0.08, -0.03, 0.04, 0.09, 0.06, 0.08, 0.14, 0.14, 0.11, 0.12, 0.12, 0.13, 0.13, 0.12, 0.00, 0.87]
}


Record 3
{
  "formula": "C17H23N2O",
  "method": "ωB97M-V/def2-TZVPD",
  "e_lumo_ev": -6.13,
  "multiplicity": 1,
  "charge": 1,
  "energy_ha": -846.023352,
  "mol_weight_g_mol": 271.38,
  "homo_lumo_gap_ev": 5.818,
  "max_force_ha_per_bohr": 0.0779,
  "symbols": ["O", "C", "C", "C", "C", "C", "C", "N", "N", "H", "H", "H", "H", "H", "H", "H", "H", "C", "C", "C", "C", "C", "C", "C", "C", "C", "C", "C", "H", "H", "H", "H", "H", "H", "H", "H", "H", "H", "H", "H", "H", "H", "H"],
  "positions_angstrom": [[1.04418, 2.06694, 1.54849], [0.37510, 1.03376, 1.68593], [-1.13456, 1.19648, 1.86397], [-1.82781, 0.02552, 2.52500], [-1.39629, -1.32114, 1.97112], [0.08454, -1.53359, 2.23854], [0.92773, -0.38844, 1.62716], [2.14503, -0.00966, 3.43815], [2.91288, -0.06593, 4.24063], [-1.27483, 2.10022, 2.46656], [-1.55042, 1.36466, 0.85334], [-1.66190, 0.06994, 3.60462], [-2.90081, 0.14739, 2.38207], [-1.95196, -2.09862, 2.49353], [-1.59276, -1.40210, 0.89684], [0.26029, -1.54713, 3.33792], [0.41284, -2.53223, 1.90804], [1.34953, -1.78081, -0.27946], [1.83861, -0.59973, 0.60490], [3.38303, -0.47585, 0.92159], [4.11336, 0.72144, 0.78227], [3.58282, 1.97694, 0.18889], [5.44617, 0.77575, 1.19346], [6.11721, -0.35247, 1.65153], [7.53716, -0.23194, 2.16996], [5.43886, -1.56876, 1.62296], [4.10846, -1.64364, 1.21880], [3.55104, -3.02307, 1.12340], [0.34878, -1.50740, -0.65385], [2.04545, -1.81552, -1.11514], [1.25378, -2.75682, 0.21877], [1.75740, 0.29260, -0.06523], [4.36630, 2.73996, 0.17426], [3.24377, 1.86896, -0.84099], [2.77394, 2.37479, 0.79034], [5.98151, 1.72916, 1.15397], [7.89580, -1.20032, 2.54904], [8.23141, 0.08133, 1.37000], [7.62573, 0.51311, 2.98194], [5.96210, -2.48190, 1.93699], [4.32249, -3.73950, 1.42454], [2.70930, -3.15594, 1.80067], [3.25379, -3.29708, 0.10661]],
  "atomic_forces_ev_per_a": [[-1.232, -3.147, 0.640], [-0.355, 3.253, 0.465], [0.327, -0.232, -0.242], [-0.476, -0.060, -0.009], [-0.227, 0.401, 0.143], [1.336, 0.177, 0.590], [-2.303, -0.413, 1.930], [2.851, -0.118, 2.810], [-2.341, 0.228, -2.372], [0.072, 0.021, -0.416], [0.154, 0.080, 0.329], [0.062, -0.170, -0.007], [-0.064, -0.008, 0.056], [0.068, -0.193, -0.206], [-0.151, 0.004, 0.120], [-0.265, 0.295, -0.597], [0.045, 0.685, -0.024], [-0.266, -0.036, -0.062], [2.067, 0.368, -3.130], [0.989, -0.831, -0.166], [-0.119, 0.077, 0.061], [-0.082, 0.826, 0.090], [0.058, -0.433, 0.084], [0.247, 0.192, 0.419], [0.227, -0.169, -0.077], [0.382, 0.364, 0.032], [0.028, -0.003, 0.232], [0.099, -0.710, 0.196], [0.395, -0.148, -0.067], [-0.161, -0.278, -0.102], [0.278, 0.609, -0.461], [-0.038, -0.329, 0.443], [-0.086, -0.178, -0.077], [-0.113, -0.191, -0.081], [0.103, 0.085, -0.279], [-0.258, -0.325, -0.090], [-0.111, 0.341, -0.080], [-0.339, -0.097, 0.267], [-0.177, -0.339, -0.373], [-0.282, 0.393, -0.247], [-0.234, 0.116, -0.006], [-0.201, -0.180, -0.014], [0.092, 0.076, 0.280]],
  "lowdin_charge": [0.10, -0.27, -0.08, -0.19, -0.16, -0.12, -0.03, 0.14, 0.23, 0.14, 0.15, 0.13, 0.13, 0.13, 0.13, 0.14, 0.11, -0.02, -0.24, -0.09, -0.21, -0.04, 0.00, -0.24, -0.04, 0.00, -0.22, -0.04, 0.10, 0.11, 0.07, 0.16, 0.09, 0.10, 0.05, 0.13, 0.08, 0.09, 0.09, 0.13, 0.09, 0.08, 0.09]
}


Record 4
{
  "formula": "C9H17F2N4O5PS2",
  "method": "ωB97M-V/def2-TZVPD",
  "e_lumo_ev": -3.56,
  "multiplicity": 1,
  "energy_ha": -2285.630019,
  "mol_weight_g_mol": 394.36,
  "homo_lumo_gap_ev": 4.638,
  "max_force_ha_per_bohr": 0.0996,
  "symbols": ["C", "C", "C", "C", "C", "N", "C", "C", "C", "P", "N", "O", "C", "N", "H", "H", "H", "H", "H", "H", "H", "H", "H", "H", "H", "H", "H", "H", "H", "H", "H", "N", "S", "O", "O", "F", "S", "O", "O", "F"],
  "positions_angstrom": [[1.79896, -0.68970, 0.35774], [0.64317, -0.62985, -0.78782], [1.24487, 0.26717, -1.96503], [0.48880, -2.12089, -1.33048], [-0.96493, -2.54563, -1.83054], [-2.02310, -1.47349, -1.61986], [-2.83180, -1.61789, -0.51029], [-3.96476, -0.68204, -0.16897], [-4.04321, 0.44519, -1.20191], [-5.31848, 1.82661, -1.15542], [-5.26995, 2.70242, 0.35883], [-4.80076, 2.93172, -2.35938], [-3.00447, 0.38508, -2.29692], [-2.01112, -0.54422, -2.55267], [2.35765, 0.30092, 0.34516], [2.54442, -1.52473, 0.18090], [1.28543, -0.75365, 1.38132], [-0.26577, -0.19594, -0.26797], [1.29233, 1.37098, -1.71110], [2.30260, -0.08384, -2.24356], [0.61294, 0.05989, -2.90388], [1.19288, -2.22933, -2.23226], [0.84639, -2.89051, -0.57408], [-1.35223, -3.48373, -1.29593], [-0.98297, -2.77983, -2.94544], [-2.64641, -2.49221, 0.19528], [-4.66015, -0.78316, 0.70874], [-6.24078, 2.83753, 0.67576], [-4.69841, 2.24091, 1.07642], [-5.44494, 2.79283, -3.09018], [-3.04179, 1.25099, -3.04527], [5.02715, 0.53901, 4.48879], [5.91482, 1.79841, 4.15461], [5.24783, 2.93150, 3.55611], [7.27309, 1.55765, 3.73119], [6.15428, 2.34041, 5.63950], [4.54322, -0.19896, 3.19015], [3.47547, -1.14717, 3.42873], [5.54442, -0.64677, 2.25170], [3.77528, 0.93432, 2.36804]],
  "atomic_forces_ev_per_a": [[-0.911, 0.909, 0.110], [2.588, -0.382, 0.491], [-0.646, -0.648, -0.631], [-0.009, -0.066, -0.440], [0.036, -1.097, -0.288], [0.173, -2.213, 1.689], [-2.205, 1.562, 0.775], [2.622, 1.172, -4.238], [2.891, -2.131, 1.633], [-1.021, 0.674, -0.887], [0.538, -1.517, -1.042], [-0.418, -1.618, 1.050], [-0.481, 0.854, -0.362], [-3.792, 2.073, 2.270], [-0.619, -1.334, 0.119], [-0.974, 0.990, 0.325], [1.093, -0.273, -1.361], [0.833, -0.495, -0.990], [-0.188, -1.371, -0.333], [-1.491, 0.437, 0.710], [0.856, 0.783, 1.176], [-1.021, 0.172, 1.357], [-0.631, 1.093, -0.773], [0.616, 1.470, -0.730], [-0.037, 0.499, 1.506], [0.049, 1.274, -1.397], [1.062, -0.039, -1.073], [0.765, -0.193, -0.125], [-0.251, 0.602, -0.232], [0.560, 0.301, 0.613], [0.154, -1.471, 1.175], [-0.355, -0.210, -0.663], [2.453, 3.066, 0.335], [-0.100, -1.248, 0.105], [-1.190, -0.536, -0.012], [-0.491, -0.676, 0.104], [-0.993, -2.053, -1.617], [0.795, 0.759, 0.726], [-0.236, 0.628, 0.896], [-0.024, 0.255, 0.032]],
  "lowdin_charge": [-0.08, -0.39, -0.11, -0.15, -0.10, -0.15, 0.02, 0.04, -0.26, 0.86, -0.17, -0.32, -0.04, 0.15, 0.08, 0.10, 0.09, 0.12, 0.09, 0.10, 0.07, 0.13, 0.12, 0.13, 0.14, 0.16, 0.12, 0.04, 0.04, 0.05, 0.13, -0.31, 0.50, -0.31, -0.30, -0.20, 0.48, -0.33, -0.30, -0.22]
}